[1]
26
Properties=species:S:1:pos:R:3 method="wB97M-V/def2-TZVPD" homo_energy_ev=-15.23 gap_ev=6.70 charge=+2 e_above_lowest_kcal_mol=0.0
C 1.512 -0.573 0.214
C 2.141 0.681 0.700
C 0.200 0.947 -0.892
C 0.323 -2.000 -2.475
C -2.276 2.294 2.879
C -0.307 -1.480 -1.187
N 0.465 -0.373 -0.611
N 1.963 -1.752 0.555
N -0.740 1.338 -1.723
S 1.230 2.051 -0.078
S -1.734 0.876 1.889
H 2.086 0.785 1.788
H 3.200 0.742 0.420
H -0.228 -2.874 -2.815
H 0.300 -1.260 -3.269
H 1.358 -2.294 -2.318
H -3.217 2.665 2.484
H -1.507 3.055 2.801
H -2.394 1.982 3.913
H -1.328 -1.139 -1.355
H -0.366 -2.275 -0.442
H 2.743 -1.848 1.195
H 1.560 -2.616 0.212
H -0.936 2.324 -1.833
H -2.727 0.053 2.196
H -1.321 0.693 -2.248

[2]
25
Properties=species:S:1:pos:R:3 method="wB97M-V/def2-TZVPD" homo_energy_ev=-12.15 gap_ev=9.49 charge=+1 e_above_lowest_kcal_mol=6.3
C 2.558 0.355 0.062
C 1.462 1.037 -0.782
N 0.076 0.800 -0.350
C -0.762 -0.100 -1.101
C -0.996 -1.412 -0.769
C -0.467 -1.947 0.570
N -1.554 -2.333 -1.592
C -0.578 1.327 0.747
N 0.154 2.130 1.565
N -1.821 1.020 1.001
H 3.465 0.133 -0.597
H 2.352 -0.797 0.232
H 2.849 0.902 0.915
H 1.645 0.677 -1.824
H 1.559 2.148 -0.634
H -1.214 0.362 -2.002
H 0.058 -1.138 1.248
H 0.091 -2.757 0.364
H -1.286 -2.275 1.103
H -2.049 -1.997 -2.450
H -1.884 -3.191 -1.239
H 0.999 2.402 1.110
H -0.291 2.747 2.226
H -2.130 1.637 1.799
H -2.237 0.271 0.397